[1]
{
  "formula": "CH3IN2O2",
  "method": "the ωB97M-V functional and the def2-TZVPD basis",
  "lumo_energy_ha": -0.0240,
  "gap_ha": 0.31739,
  "e_above_lowest_kj_mol": 406.3,
  "homo_energy_ev": -9.289,
  "total_energy_ha": -597.404276,
  "elements": ["C", "N", "N", "O", "O", "I", "H", "H", "H"],
  "coordinates": [[0.00, -1.63, -0.14], [2.00, -0.11, 0.10], [1.02, -1.06, -0.12], [-0.99, -2.27, -0.06], [-0.61, 1.49, 0.00], [-2.27, 0.66, -0.10], [2.45, 0.33, -0.69], [1.39, 0.60, 0.49], [-3.00, 1.98, 0.53]],
  "lowdin_charge": [-0.4354, 0.0590, 0.0355, 0.0279, -0.9852, 1.3269, 0.0867, 0.0471, -0.1626]
}

***

[2]
{
  "formula": "CH3IO3P",
  "method": "the ωB97M-V functional and the def2-TZVPD basis",
  "lumo_energy_ha": [0.0903, 0.0903],
  "gap_ha": [0.25330, 0.25291],
  "total_charge": -1,
  "e_above_lowest_kj_mol": 299.6,
  "homo_energy_ev": [-4.434, -4.424],
  "total_energy_ha": -904.736639,
  "elements": ["C", "O", "O", "O", "P", "I", "H", "H", "H"],
  "coordinates": [[1.25, -1.06, 0.27], [-1.83, 1.70, 1.22], [-2.11, -0.16, -0.51], [1.18, 0.23, -0.16], [-1.37, 1.02, 0.01], [-1.02, 2.65, -1.83], [1.12, -1.85, -0.53], [0.53, -1.23, 1.05], [2.26, -1.30, 0.49]],
  "lowdin_charge": [-0.3878, -0.4228, -0.4410, -0.3741, 0.1539, 0.3312, 0.0598, 0.0463, 0.0346]
}

***

[3]
{
  "formula": "CH3IO3P",
  "method": "the ωB97M-V functional and the def2-TZVPD basis",
  "lumo_energy_ha": [0.0867, 0.0866],
  "gap_ha": [0.21579, 0.21486],
  "total_charge": -1,
  "e_above_lowest_kj_mol": 367.5,
  "homo_energy_ev": [-3.513, -3.489],
  "total_energy_ha": -904.710799,
  "elements": ["C", "O", "O", "O", "P", "I", "H", "H", "H"],
  "coordinates": [[-1.46, 0.09, -0.81], [1.45, -1.33, -0.12], [1.87, -0.79, 2.40], [-1.36, 0.13, 0.56], [1.47, -0.43, 1.01], [2.13, 1.88, 0.43], [-1.76, 1.02, -1.30], [-1.98, -0.75, -1.18], [-0.36, 0.18, -0.99]],
  "lowdin_charge": [-0.3797, -0.4103, -0.4378, -0.3878, 0.1650, 0.3625, 0.0369, 0.0366, 0.0145]
}

***

[4]
{
  "formula": "CH3IOS",
  "method": "the ωB97M-V functional and the def2-TZVPD basis",
  "lumo_energy_ha": [-0.0536, -0.1083],
  "gap_ha": [0.31052, 0.23122],
  "e_above_lowest_kj_mol": 72.0,
  "homo_energy_ev": [-9.909, -9.238],
  "total_energy_ha": -810.959552,
  "elements": ["C", "O", "S", "I", "H", "H", "H"],
  "coordinates": [[-0.76, -0.35, -0.10], [0.21, 1.96, 0.64], [0.31, 1.06, -0.49], [3.16, -0.82, 0.02], [-0.73, -1.06, -0.92], [-1.78, 0.02, 0.04], [-0.42, -0.82, 0.82]],
  "lowdin_charge": [-0.3388, -0.5424, 0.7455, 0.0144, 0.0396, 0.0435, 0.0383]
}